[1]
Here is a cluster of 2 separate species, C4H13NO in total in a non-equilibrium geometry from the Open Molecules 2025 dataset. Energies are from ωB97M-V/def2-TZVPD.

```
! wB97M-V def2-TZVPD RIJCOSX def2/J DEFGRID3
* xyz 0 1
C 1.29 -1.21 1.46
C 1.16 0.25 1.00
C 2.48 1.02 0.93
H 2.10 -1.73 0.95
H 0.34 -1.69 1.30
H 1.52 -1.24 2.53
H 0.45 0.77 1.64
H 0.68 0.28 0.02
H 2.30 1.99 0.47
H 2.93 1.21 1.90
H 3.19 0.50 0.29
N -2.09 1.05 -1.42
C -2.75 -0.15 -1.86
O -2.39 -1.34 -1.14
H -2.27 1.24 -0.45
H -1.11 0.96 -1.64
H -3.82 -0.02 -1.69
H -2.52 -0.31 -2.91
H -1.50 -1.57 -1.40
*
```

Values from the calculation:
HOMO-LUMO gap = 10.604 eV
SMILES string = CCC.NCO
molar mass = 91.2 g/mol
HOMO level = -9.76 eV

[2]
Here is a cluster of 2 separate species, C4H13NO in total in a non-equilibrium geometry from the Open Molecules 2025 dataset. Energies are from ωB97M-V/def2-TZVPD.

```
! wB97M-V def2-TZVPD RIJCOSX def2/J DEFGRID3
* xyz 1 2
C 0.40 -1.13 -1.35
N 0.70 0.08 -0.61
C 0.97 -0.38 1.72
C 0.08 0.33 0.70
C -1.41 -0.20 0.74
H 1.30 -1.76 -1.46
H 0.16 -0.84 -2.39
H -0.35 -1.73 -0.85
H 1.69 0.32 -0.61
H 0.59 -0.48 2.74
H 2.02 -0.05 1.76
H 1.07 -1.37 1.26
H -0.13 1.38 0.92
H -1.76 0.24 1.68
H -1.62 -1.26 0.81
H -2.12 0.25 0.04
H -0.49 2.72 -2.30
H -0.27 1.54 -1.31
O -0.84 2.32 -1.49
*
```

Values from the calculation:
HOMO-LUMO gap (alpha / beta) = 12.242 / 7.137 eV
molar mass = 91.2 g/mol
HOMO level (alpha / beta) = -15.52 / -15.47 eV

[3]
Here is a cluster of 2 separate species, C4H13NO2 in total in a non-equilibrium geometry from the Open Molecules 2025 dataset. Energies are from ωB97M-V/def2-TZVPD.

```
! wB97M-V def2-TZVPD RIJCOSX def2/J DEFGRID3
* xyz 0 1
C 1.50 -1.26 -0.95
N 0.23 -1.20 -0.22
C -0.51 0.07 -0.39
C -1.22 0.17 -1.71
C 0.40 1.25 -0.07
O -0.40 2.39 0.29
H 1.88 -2.28 -0.89
H 2.24 -0.64 -0.43
H 1.43 -0.87 -1.97
H -0.36 -1.95 -0.59
H -1.23 0.06 0.42
H -1.80 1.09 -1.84
H -1.92 -0.65 -1.88
H -0.50 0.20 -2.54
H 1.05 0.97 0.75
H 0.93 1.57 -0.97
H -0.44 2.42 1.25
O 0.00 -1.16 2.80
H 0.18 -1.12 1.85
H -0.96 -1.32 2.90
*
```

Values from the calculation:
HOMO-LUMO gap = 10.337 eV
SMILES string = CN[C@H](C)CO.O
molar mass = 107.2 g/mol
HOMO level = -9.49 eV

[4]
Here is a cluster of 2 separate species, C4H13NO2 in total in a non-equilibrium geometry from the Open Molecules 2025 dataset. Energies are from ωB97M-V/def2-TZVPD.

```
! wB97M-V def2-TZVPD RIJCOSX def2/J DEFGRID3
* xyz 0 1
C -0.04 1.26 2.25
N -0.40 0.90 0.83
C -0.81 -0.39 0.26
C -0.58 -0.64 -1.17
C -0.93 -1.99 -1.65
O 0.65 -0.01 -1.62
H -0.15 2.39 2.50
H 1.07 1.24 2.37
H -0.54 0.50 2.98
H -0.90 1.57 0.25
H -0.17 -1.08 0.70
H -1.89 -0.62 0.56
H -1.24 0.12 -1.50
H -1.46 -2.71 -0.87
H -1.55 -1.90 -2.56
H -0.01 -2.66 -1.98
H 0.90 -0.71 -2.24
O 2.92 1.32 0.43
H 3.13 2.20 0.27
H 1.97 1.21 0.21
*
```

Values from the calculation:
HOMO-LUMO gap = 9.388 eV
SMILES string = CNC[C@H](C)O.O
molar mass = 107.2 g/mol
HOMO level = -8.47 eV